Entry 1:
The following is a quantum chemistry calculation of a structure of composition CH2NO4, from OMol25.

LUMO   3.73 eV
Orbital gap   5.88 eV
Calculated total energy   -10747.1751 eV
Total charge   -1
Spin multiplicity   1
Relative energy (zero: lowest compared OMol25 entry of this formula, charge and spin)   1.276 eV

Last column: Mulliken charge in e.
Cartesian coordinates (Å):
C 1.9777 0.0037 0.2752  0.6670
N -1.5246 0.4646 0.3421  -0.0307
O -0.3794 0.1374 0.7123  -0.6231
O 1.9116 -0.7602 -0.5454  -0.3428
O 2.3876 0.7128 1.0561  -0.4025
O -1.8380 -0.6593 -0.9185  -0.6550
H -1.4457 1.3848 -0.1410  0.1302
H -1.0892 -1.2838 -0.7810  0.2569


Entry 2:
The following is a quantum chemistry calculation of a cluster of 12 separate species, C29H63N3O9S4 in total, from OMol25.

LUMO   0.23 eV
Orbital gap   8.47 eV
Calculated total energy   -97328.1169 eV
Spin multiplicity   1

Last column: Mulliken charge in e.
Cartesian coordinates (Å):
C 0.9770 4.4263 -2.5071  -0.7630
C 0.6868 3.9354 -3.8435  0.5062
N 0.4793 3.5364 -4.8998  -0.5269
H 1.7525 3.9250 -1.9331  0.1843
H 0.1145 4.5058 -1.8490  0.1961
H 1.3416 5.4503 -2.6472  0.4241
C -1.2521 -4.5810 0.2548  0.8942
C -1.6834 -4.8629 1.6140  0.3268
N -2.0218 -5.1020 2.6848  -0.6060
H -0.7746 -5.4128 -0.2541  0.3805
H -0.5237 -3.7805 0.4099  -0.5233
H -2.0630 -4.2289 -0.3800  -0.4216
C -3.7244 -2.2493 2.3656  -0.8191
C -2.6991 -1.2590 2.6290  0.4856
N -1.9399 -0.4208 2.8297  -0.3498
H -3.4807 -3.2166 2.8067  0.3405
H -3.7732 -2.4067 1.2875  -0.0372
H -4.6844 -1.9105 2.7456  0.3941
C 2.6719 -3.7348 0.9228  -0.2620
S 2.7251 -3.0015 2.5814  0.1361
O 3.0037 -1.5473 2.3686  -0.4739
C 0.9190 -3.1452 2.8032  -0.2734
H 3.6218 -3.5436 0.4210  0.3517
H 1.9115 -3.2434 0.3127  -0.3467
H 2.4725 -4.8059 0.9281  0.4569
H 0.4338 -2.6337 1.9685  -0.5411
H 0.5668 -2.6939 3.7279  0.3468
H 0.5969 -4.1859 2.7365  0.5451
C 7.1389 3.4647 2.6948  -0.9530
S 6.0167 3.3465 1.2622  0.4739
O 6.7362 2.4403 0.3004  -0.6382
C 4.7730 2.2718 2.0825  -0.4897
H 7.5894 2.4752 2.7854  0.3135
H 6.5591 3.6638 3.5960  0.3095
H 7.9070 4.2033 2.4932  0.3491
H 4.2175 2.8001 2.8566  0.4186
H 5.4113 1.5320 2.5672  0.3552
H 4.0901 1.8598 1.3498  -0.1593
C -5.6653 2.0574 -1.4196  -0.5181
S -5.1839 1.3528 0.1869  0.3398
O -5.2609 -0.1602 0.1349  -0.5486
C -3.4091 1.8033 0.1829  -0.0256
H -4.8603 1.8671 -2.1351  -0.1097
H -5.6290 3.1403 -1.2842  0.3854
H -6.6146 1.7096 -1.8086  0.3706
H -3.2824 2.8824 0.1777  0.4712
H -2.9686 1.3598 -0.7142  -0.1242
H -2.9569 1.3042 1.0375  -0.2229
C 3.4681 -2.9235 -2.7249  -1.0604
S 1.8983 -3.7660 -2.4489  0.2371
O 1.4675 -3.5434 -1.0301  -0.2284
C 0.9778 -2.6577 -3.5644  -0.5891
H 3.7695 -3.0631 -3.7668  0.4366
H 4.2336 -3.4083 -2.1243  0.3718
H 3.3938 -1.8438 -2.5934  0.2912
H 1.4706 -2.6830 -4.5336  0.5118
H 1.1181 -1.6707 -3.1112  0.0546
H -0.0975 -2.8090 -3.6237  0.1262
C 1.7148 -0.3674 0.3996  0.9950
C 0.6279 0.2597 -0.4240  0.6522
O 0.6914 1.3810 -0.8810  -0.7692
C -0.5286 -0.6440 -0.7384  0.5219
H 1.2870 -0.7394 1.3331  -0.7681
H 2.5852 0.2627 0.5427  -0.0443
H 1.9846 -1.2915 -0.1246  -0.1356
H -1.1350 -0.6797 0.1766  -0.2385
H -0.2162 -1.6706 -0.9282  -0.1628
H -1.1597 -0.3292 -1.5663  -0.3154
C 1.2489 0.0441 4.5611  0.0096
C 2.3916 -0.4024 5.4370  0.5070
O 2.4627 -1.5310 5.8738  -0.6017
C 3.5022 0.5718 5.6148  -0.9219
H 1.6081 0.0386 3.5334  -0.4439
H 1.0027 1.0616 4.8669  0.4923
H 0.3684 -0.5661 4.7474  0.2883
H 4.2007 0.3331 6.4172  0.3929
H 3.1811 1.5970 5.8176  0.3459
H 4.0809 0.6181 4.6870  -0.0393
C -4.2236 -0.9775 -3.1112  -0.2642
C -3.6058 -2.2371 -2.5765  0.6692
O -2.4047 -2.3519 -2.6698  -0.3893
C -4.5023 -3.3429 -2.0887  -1.4642
H -3.8978 -0.7873 -4.1294  0.2803
H -3.8452 -0.2093 -2.4297  -0.3021
H -5.3051 -0.8884 -3.0234  0.4363
H -4.1890 -3.8066 -1.1545  0.2342
H -4.6378 -4.1146 -2.8477  0.3683
H -5.4949 -2.9249 -1.9113  0.4128
C 0.7401 3.5187 1.0579  -0.7245
C 0.7060 3.0825 2.4933  0.6800
O 1.6915 2.8351 3.1428  -0.4697
C -0.6855 2.8952 3.0411  -0.8132
H 1.6317 3.0846 0.6090  0.0699
H 0.7333 4.6155 1.0841  0.5794
H -0.1084 3.2480 0.4359  0.0877
H -1.3077 3.7867 2.9003  0.4525
H -0.7059 2.6733 4.1062  0.3518
H -1.1929 2.1252 2.4586  -0.1528
C -2.5259 3.2727 -5.5486  -1.2977
C -2.4076 2.0848 -4.6272  0.7594
O -2.8777 2.1181 -3.5135  -0.4672
C -1.6299 0.9021 -5.1241  -0.6516
H -3.1229 3.0777 -6.4364  0.3506
H -1.5489 3.6641 -5.8373  0.3918
H -2.9614 4.0558 -4.9228  0.3024
H -1.4747 0.1937 -4.3056  -0.1790
H -0.6125 1.2337 -5.3531  0.4433
H -2.0957 0.4076 -5.9737  0.3673


Entry 3:
The following is a quantum chemistry calculation of a cluster of 8 separate species, C44H112N8O14 in total, from OMol25.

LUMO (alpha / beta)   -2.16 / -6.76 eV
Orbital gap (alpha / beta)   7.20 / 2.60 eV
Calculated total energy   -88006.3178 eV
Total charge   +1
Spin multiplicity   2
Relative energy (zero: lowest compared OMol25 entry of this formula, charge and spin)   4.173 eV
<S²>   0.754

Last column: Mulliken charge in e.
Cartesian coordinates (Å):
C -1.6068 -2.6145 9.6454  -0.7284
O -2.4385 -1.5015 9.6079  -0.3522
C -3.7176 -1.9300 9.8733  -0.3886
C -4.7169 -0.9431 9.0428  -0.9065
N -4.3863 -1.1670 7.6310  -0.0301
C -5.0083 -0.3928 6.6310  -1.0794
C -3.9621 -0.2644 5.4954  -0.5115
O -3.0739 0.7493 5.9134  -0.3500
C -2.1751 1.1075 4.9240  -0.8693
H -1.7709 -3.3642 8.8713  0.2352
H -1.7183 -3.1444 10.5914  0.3513
H -0.5780 -2.2552 9.6223  0.2841
H -4.0535 -1.7705 10.8980  0.3980
H -3.9374 -2.9500 9.5580  0.1764
H -4.4247 0.0951 9.2003  0.4329
H -5.7783 -1.1323 9.2033  0.3885
H -3.3809 -1.0843 7.6805  0.2549
H -5.5484 0.4779 7.0028  0.4095
H -5.8540 -0.9960 6.3011  0.3673
H -4.4659 -0.1311 4.5380  0.6655
H -3.5921 -1.2569 5.2382  0.2452
H -2.5187 1.4185 3.9374  0.3761
H -1.5666 0.2170 4.7666  0.3278
H -1.5314 1.9467 5.1878  0.3200
C -6.8774 -7.1215 0.9301  -0.7468
O -6.1130 -6.4534 1.9267  -0.2947
C -6.5849 -5.1784 2.3470  -0.6350
C -5.4889 -4.4299 3.1979  -0.4673
N -5.1623 -5.2245 4.4557  -0.3555
C -4.1951 -4.6229 5.3947  0.2132
C -4.3427 -5.2887 6.7256  -0.3091
O -3.8399 -6.6504 6.6408  -0.3565
C -4.1781 -7.3613 7.7772  -0.7383
H -7.6620 -7.7576 1.3396  0.2730
H -6.0633 -7.7585 0.5844  0.2404
H -7.2868 -6.5319 0.1098  0.3103
H -7.5299 -5.2170 2.8889  0.3243
H -6.8054 -4.5899 1.4565  0.4176
H -5.8266 -3.4112 3.3887  0.3751
H -4.5641 -4.3116 2.6332  0.1912
H -4.9192 -6.1372 4.0980  0.2400
H -4.6464 -3.6312 5.4272  -0.2448
H -3.2232 -4.5309 4.9099  0.3095
H -5.3445 -5.1683 7.1380  0.3879
H -3.9529 -4.6599 7.5261  0.0328
H -5.2467 -7.4953 7.9452  0.2914
H -3.6575 -6.8292 8.5735  0.2813
H -3.9026 -8.4153 7.7414  0.2701
C -2.6818 -0.1038 -6.4597  -0.7721
O -1.3979 0.2871 -6.0370  -0.0966
C -0.8041 1.4932 -6.3899  -0.8008
C -0.9859 2.5817 -5.3708  1.2466
N -2.4328 2.9493 -5.5084  -0.3873
C -2.9338 3.5962 -4.3149  0.0596
C -4.3245 3.1829 -3.8411  -1.0341
O -4.4099 1.8031 -3.4200  -0.0819
C -5.6464 1.4180 -3.0677  -0.9138
H -2.6097 -0.3798 -7.5117  0.2935
H -3.3758 0.7241 -6.3144  0.3417
H -2.9227 -0.9636 -5.8346  0.2471
H -1.1073 1.8987 -7.3552  0.4699
H 0.2309 1.1514 -6.4002  0.1599
H -0.2595 3.3941 -5.3894  0.2218
H -0.8134 2.3196 -4.3269  -1.0966
H -2.9354 2.0736 -5.4831  0.1689
H -2.7552 4.6574 -4.4880  0.4410
H -2.2349 3.3359 -3.5200  -0.3685
H -5.0369 3.2226 -4.6652  0.5277
H -4.5566 3.9252 -3.0774  0.4426
H -5.9008 1.6346 -2.0302  0.2984
H -5.7131 0.3715 -3.3654  0.2676
H -6.4453 1.8896 -3.6399  0.3669
C -1.6021 -2.4684 2.1359  -0.8675
O -1.3198 -1.1352 1.7491  -0.3578
C 0.0162 -0.6798 1.9149  -0.5699
C 0.0570 0.8339 1.7447  -0.3751
N -0.3168 1.2738 0.4599  -0.1682
C 0.8263 1.0467 -0.4800  -0.7921
C 0.6052 1.3404 -2.0096  -0.0060
O -0.1220 0.4039 -2.8097  0.5650
C -1.3243 -0.0379 -2.2362  -1.2051
H -1.6375 -2.3957 3.2229  0.3530
H -0.9064 -3.1746 1.6827  0.3446
H -2.5703 -2.7327 1.7107  0.2295
H 0.6569 -1.1439 1.1650  0.2490
H 0.5645 -0.9357 2.8215  0.6910
H 1.0460 1.1653 2.0610  -0.1899
H -0.6122 1.2271 2.5101  0.2347
H -1.1992 0.8410 0.2271  0.3071
H 1.2263 0.0365 -0.3926  0.2273
H 1.6650 1.6650 -0.1599  0.4013
H 1.6108 1.3729 -2.4290  -0.1492
H 0.1567 2.3213 -2.1668  -0.3356
H -2.0898 0.6928 -1.9751  0.4013
H -1.1707 -0.6533 -1.3498  0.3650
H -1.7797 -0.6982 -2.9743  0.2788
C 5.5819 -1.0492 -8.3959  -0.7061
O 4.9039 -1.3030 -7.1808  -0.3647
C 3.9325 -0.2609 -6.8780  -1.1006
C 3.0719 -0.3297 -5.6160  -0.0800
N 2.2282 -1.3977 -5.6114  0.3121
C 1.1824 -1.4760 -4.6065  0.8270
C 0.4053 -2.7074 -5.0306  -0.6900
O 1.1713 -3.8980 -5.1988  -0.4538
C 1.9260 -4.3485 -4.0446  -0.6760
H 4.7871 -1.0076 -9.1407  0.3363
H 6.2215 -1.9142 -8.5711  0.2599
H 6.2603 -0.1962 -8.4067  0.2903
H 3.2501 -0.3670 -7.7213  0.4537
H 4.2343 0.7824 -6.7861  0.6265
H 2.4424 0.5579 -5.6787  -0.0383
H 3.6679 -0.2758 -4.7049  0.4462
H 2.6059 -2.2578 -5.9823  0.5455
H 0.5823 -0.6086 -4.8816  -0.7746
H 1.5032 -1.4524 -3.5651  0.1675
H 0.0911 -2.5380 -6.0605  0.3287
H -0.3596 -2.8757 -4.2725  0.4804
H 2.1219 -5.3689 -4.3738  0.2661
H 1.3220 -4.4678 -3.1452  0.3250
H 2.7211 -3.6384 -3.8171  0.2490
C -0.5504 4.9863 -1.2764  -0.9235
O 0.4162 4.6811 -2.2077  0.3794
C 0.3986 5.6536 -3.2553  -0.4340
C 1.7755 5.6801 -3.9164  -1.1224
N 2.3701 4.3946 -4.1187  -0.0026
C 3.8794 4.4758 -4.1399  -0.7925
C 4.4153 3.0152 -4.0745  0.8762
O 5.7579 3.0188 -3.6832  -0.4613
C 6.3767 1.8252 -3.6429  -0.1120
H -0.2643 4.3375 -0.4486  0.1539
H -1.5439 4.7725 -1.6705  0.2002
H -0.4516 5.9332 -0.7456  0.3916
H 0.3744 6.6664 -2.8531  0.4605
H -0.3110 5.4098 -4.0459  0.1244
H 2.3780 6.2976 -3.2503  0.5561
H 1.8583 6.2093 -4.8657  0.4350
H 2.1243 3.9697 -3.2360  -0.0406
H 4.1634 5.0283 -3.2443  0.4068
H 4.3454 5.1051 -4.8981  0.4118
H 4.1824 2.4950 -5.0036  -0.1358
H 3.7832 2.5258 -3.3335  -0.4455
H 7.4488 1.7678 -3.4550  0.3082
H 6.3065 1.3598 -4.6261  0.2542
H 5.9356 1.3246 -2.7809  -0.1820
C 4.7144 3.3626 0.0938  -0.7699
C 3.7856 4.2846 0.8552  0.8981
C 4.4793 4.9999 1.9697  -0.8456
O 4.6850 4.1392 3.0179  -0.3337
C 3.5740 3.6971 3.8587  -0.3584
N 3.3990 5.1776 -0.2529  -0.6260
H 4.1450 2.7766 -0.6277  -0.1410
H 4.9234 2.6380 0.8808  0.2472
H 5.6074 3.7589 -0.3894  0.3596
H 2.9439 3.7621 1.3100  -0.1391
H 3.9881 5.8875 2.3685  0.4345
H 5.4791 5.2941 1.6506  0.3022
H 4.0513 3.1717 4.6859  0.2586
H 2.9002 3.0338 3.3163  -0.0638
H 2.8963 4.4830 4.1920  0.3437
H 2.6315 4.7467 -0.7483  0.0243
H 2.9589 5.9255 0.2639  0.3398
C 5.2466 -0.9240 3.1234  -1.7584
C 4.5121 -0.3953 1.8893  1.0709
C 5.4595 -0.1627 0.6517  -0.9515
O 5.9195 -1.3522 0.0564  -0.4283
C 6.8843 -1.2682 -0.9280  -0.5837
N 3.3963 -1.2868 1.6314  -0.3422
H 4.5835 -0.8414 3.9846  0.4727
H 6.1125 -0.2633 3.1646  0.4259
H 5.6531 -1.9322 3.0430  0.3965
H 3.8917 0.4542 2.1751  -0.2325
H 6.2847 0.4357 1.0378  0.4829
H 5.0453 0.2796 -0.2543  0.4753
H 7.8904 -1.4309 -0.5415  0.3065
H 6.9044 -0.2887 -1.4058  0.1092
H 6.7624 -2.0257 -1.7022  0.2717
H 3.4672 -1.5800 0.6675  0.1394
H 3.2907 -2.0572 2.2759  0.2196